# C6H13N2O

The ion C6H13N2O with charge +1 at a distorted geometry (wB97M-V/def2-TZVPD, the OMol25 dataset).

Last column: natural (NBO) charge in e.
Geometry (Å):
C1 -2.486 -0.251 0.633  -0.42
N1 -1.784 0.910 -0.159  -0.58
C2 -0.301 0.298 -0.654  0.57
C3 -0.355 -1.106 -1.420  -0.22
N2 0.058 -0.872 0.008  -0.46
C4 1.294 -1.112 0.690  -0.20
C5 2.278 -0.012 0.139  -0.45
C6 1.636 1.332 0.248  -0.06
O1 0.529 1.396 -0.755  -0.52
H1 -3.240 0.370 1.060  0.22
H2 -3.020 -1.066 0.095  0.25
H3 -1.892 -0.580 1.459  0.25
H4 -1.440 1.756 0.313  0.45
H5 -2.401 1.134 -0.975  0.44
H6 -1.256 -1.513 -1.427  0.20
H7 0.473 -1.228 -2.073  0.23
H8 1.783 -2.002 0.436  0.24
H9 1.008 -0.902 1.670  0.21
H10 3.177 -0.181 0.548  0.24
H11 2.482 -0.093 -0.868  0.21
H12 1.342 1.494 1.217  0.18
H13 2.115 2.229 -0.185  0.23

## Properties
* frontier orbital gap: 10.352 eV
* energy above the lowest of the compared OMol25 structures with the same formula, charge and spin: 440.2 kJ/mol
* SMILES: C[NH2+][C@]12CN1CCCO2
* net charge: +1